Computed, not measured: a cluster of 2 separate species, C9H14 in total at a distorted geometry, with ωB97M-V/def2-TZVPD.

Summary:
electronic energy: -9557.429 eV
LUMO energy (alpha / beta): 3.58 / 3.56 eV
spin multiplicity: 2
net charge: -1
energy relative to the best compared isomer or geometry (same formula, charge and spin): 31.56 kcal per mole
orbital gap (alpha / beta): 0.09090 / 0.25316 Eh

Each line ends with the Löwdin charge.
Positions of all 23 atoms, in Å:
C (-1.0994, -0.7592, -0.0729)  -0.222
C (-0.5518, 1.7801, 0.7849)  -0.127
C (-1.9298, -0.1635, 0.8562)  -0.180
C (-0.0850, -0.1003, -0.7219)  -0.229
C (0.2782, 1.1044, -0.1888)  -0.196
C (3.7609, -2.6035, -1.1223)  -0.190
C (-1.7571, 1.2052, 1.1077)  -0.418
C (2.9380, -1.6033, -1.8737)  -0.191
C (-2.8197, 1.9279, 1.7650)  -0.129
H (4.5736, -3.1495, -1.6271)  0.049
H (2.1087, -1.2590, -1.1631)  0.066
H (-3.2928, 2.7686, 1.1927)  0.074
H (3.1082, -3.4292, -0.8282)  0.063
H (-2.3682, 2.3790, 2.7160)  0.087
H (0.4307, -0.5673, -1.5897)  0.071
H (-3.7079, 1.4053, 2.1569)  0.056
H (-0.3498, 2.7946, 1.0725)  0.064
H (-2.8943, -0.6698, 1.0087)  0.067
H (2.5418, -1.9743, -2.7876)  0.049
H (3.3223, -0.6471, -2.1460)  0.050
H (1.2466, 1.4533, -0.4626)  0.036
H (4.3298, -2.0651, -0.3293)  0.073
H (-1.4545, -1.7653, -0.4186)  0.073

Atomic forces in eV per Å
0.1 -3.1 -2.5
-0.4 -0.1 -0.6
-1.9 0.5 0.9
-0.3 -1.6 0.0
1.2 1.2 0.0
1.6 -0.1 0.2
0.7 -1.5 -0.2
-1.7 0.8 1.4
-1.4 2.7 2.7
-0.2 0.5 -0.7
0.9 -0.9 -1.2
0.8 -0.5 0.2
0.1 0.4 0.8
-0.7 -0.1 -1.1
-0.4 0.5 0.8
0.5 -0.6 -0.4
0.1 0.5 0.0
0.3 0.5 0.3
-0.8 -0.6 -0.6
1.3 0.6 -0.1
0.6 0.8 -0.1
-0.9 -0.8 0.1
0.6 0.8 0.0



Computed, not measured: a cluster of 2 separate species, C9H14 in total at a distorted geometry, with ωB97M-V/def2-TZVPD.

Summary:
electronic energy: -9559.601 eV
LUMO energy: 1.01 eV
spin multiplicity: 1
net charge: 0
energy relative to the best compared isomer or geometry (same formula, charge and spin): 13.38 kcal per mole
orbital gap: 0.37043 Eh

Each line ends with the Löwdin charge.
Positions of all 23 atoms, in Å:
C (-2.1155, 2.9777, -1.7373)  -0.164
C (1.2385, 0.2172, 0.6936)  -0.099
C (0.7437, 0.3434, 1.9803)  -0.088
C (0.7073, -3.5009, -0.0551)  -0.044
C (1.2788, -1.0194, 0.0333)  -0.055
C (0.3911, -2.0573, 1.9839)  -0.064
C (-0.6600, 2.6761, -1.9618)  -0.166
C (0.8738, -2.1763, 0.6819)  -0.274
C (0.3453, -0.8281, 2.6163)  -0.097
H (-2.6263, 3.2575, -2.6242)  0.049
H (-0.0343, 3.5642, -1.8141)  0.066
H (-0.0687, -0.7666, 3.6178)  0.101
H (-2.6793, 2.1086, -1.4130)  0.064
H (-2.3364, 3.7651, -1.0469)  0.056
H (1.4061, 1.0146, 0.0028)  0.079
H (0.6882, 1.3208, 2.4434)  0.100
H (1.0186, -3.3923, -1.0811)  0.067
H (0.0310, -2.8782, 2.5836)  0.109
H (-0.2169, 1.8869, -1.3620)  0.035
H (1.5340, -0.9512, -1.0189)  0.108
H (1.1874, -4.3063, 0.4847)  0.074
H (-0.3670, -3.6950, -0.0309)  0.081
H (-0.3396, 2.4396, -2.9762)  0.063

Atomic forces in eV per Å
-0.5 -0.9 0.0
-0.6 -0.8 -0.8
0.5 -0.2 -0.4
-0.5 1.0 0.8
-0.2 0.6 0.6
0.3 0.6 0.4
1.6 0.7 -0.4
-0.4 -0.6 -0.5
-0.1 0.5 0.4
-0.2 0.4 -1.1
-0.2 0.0 0.5
0.1 -0.1 0.0
0.1 -0.3 0.3
0.3 0.4 0.7
0.4 1.0 0.3
-0.1 -0.1 0.1
0.3 -0.3 -0.3
0.0 -0.5 -0.3
-0.3 0.0 0.4
0.1 -0.6 0.0
0.3 -0.2 -0.2
0.0 -0.3 -0.2
-0.7 -0.3 -0.3



- The highest energy relative to the best compared isomer or geometry (same formula, charge and spin) belongs to which entry?
  number 1